(1)
Formula: C5H12N2O2
Source: the OMol25 dataset
Level of theory: ωB97M-V with the def2-TZVPD basis set

The geometry in XYZ format:
```
21
Properties=species:S:1:pos:R:3:mulliken_charge:R:1
C -0.2278 1.8221 -0.0225 -1.648
C 0.8790 0.2246 -1.6487 -1.443
C -1.5468 -0.1112 -1.0024 -1.399
C 0.5125 -0.2320 2.1310 -0.991
C -0.2219 0.4910 -0.6804 1.601
N 0.3790 -0.7952 0.8218 -0.120
N 0.4691 -2.0822 0.6128 1.090
O 0.7720 -2.7993 1.5522 -0.746
O 0.2578 -2.4874 -0.5208 -0.677
H -0.5086 2.5576 -0.7790 0.393
H -0.9566 1.8834 0.7812 0.392
H 0.7558 2.0968 0.3497 0.382
H 0.9366 -0.8385 -1.8713 0.372
H 1.8371 0.5700 -1.2704 0.317
H 0.6685 0.7512 -2.5823 0.428
H -1.4350 -1.1673 -1.2360 0.381
H -2.2512 0.0085 -0.1830 0.314
H -1.9587 0.3856 -1.8826 0.413
H 0.6114 -1.0413 2.8581 0.385
H 1.3983 0.4048 2.1895 0.278
H -0.3707 0.3590 2.3829 0.278
```

For the lowest unoccupied orbital energy, the calculation gives 0.44 eV. The spin multiplicity is 1. The orbital gap is 9.7393 eV. The relative energy (zero: lowest compared OMol25 entry of this formula, charge and spin) comes out at 556.4 kJ/mol. Its HOMO energy is -9.303 eV.

(2)
Formula: C16H26O2SbSe4W
Source: the OMol25 dataset
Level of theory: ωB97M-V with the def2-TZVPD basis set

The geometry in XYZ format:
```
50
Properties=species:S:1:pos:R:3:mulliken_charge:R:1
W -0.2277 2.1922 0.3883 0.194
Se -1.8857 1.1327 2.0075 -0.137
Se 0.7110 3.0053 2.6792 -0.326
Se -0.2095 4.4414 1.0782 -0.077
Se -1.5392 2.3357 -1.4342 -0.221
C 6.8962 -1.7983 -0.7621 -1.568
C 5.5810 -1.1016 -0.5847 0.418
C 4.4868 -1.7753 -0.0542 -0.821
C 3.2694 -1.1532 0.1551 0.544
C 2.1548 -1.9830 0.7334 -1.223
C 3.1450 0.2145 -0.2030 0.625
C 4.2471 0.9211 -0.7508 0.646
C 4.2154 2.3742 -1.1416 -1.352
C 5.4383 0.2391 -0.9232 -0.783
C 1.8890 0.8880 0.0024 1.596
O 1.6315 2.0828 -0.4390 -0.514
O 0.8854 0.4038 0.6394 -0.451
H 6.7617 -2.8677 -0.9150 0.394
H 7.5095 -1.6658 0.1320 0.300
H 7.4507 -1.3884 -1.6048 0.397
H 4.5880 -2.8223 0.2047 0.368
H 2.4938 -3.0099 0.8517 0.414
H 1.2749 -1.9814 0.0903 0.139
H 1.8372 -1.6071 1.7050 0.279
H 3.5145 2.5575 -1.9548 0.261
H 5.2071 2.6818 -1.4659 0.411
H 3.9125 3.0092 -0.3100 0.296
H 6.2866 0.7707 -1.3366 0.361
C -4.4225 -1.9829 2.3749 -1.041
C -5.0702 -0.6881 1.8936 -0.702
Sb -3.8014 0.4084 0.5956 0.406
C -3.2164 -0.9448 -0.9378 -0.753
C -1.9176 -1.6694 -0.6049 -0.858
C -4.9285 2.0425 -0.1697 -0.632
C -5.4248 1.8065 -1.5916 -1.011
H -5.0916 -2.5058 3.0576 0.366
H -3.4894 -1.7920 2.9065 0.292
H -4.2090 -2.6586 1.5453 0.296
H -5.3103 -0.0212 2.7225 0.413
H -5.9943 -0.8725 1.3425 0.417
H -3.1377 -0.3694 -1.8598 0.440
H -4.0554 -1.6349 -1.0462 0.550
H -1.0897 -0.9706 -0.4832 0.058
H -1.6652 -2.3571 -1.4127 0.470
H -1.9972 -2.2473 0.3165 0.268
H -4.2801 2.9143 -0.0946 0.372
H -5.7508 2.1719 0.5354 0.517
H -4.5965 1.7222 -2.2954 0.249
H -6.0416 2.6467 -1.9103 0.376
H -6.0350 0.9056 -1.6712 0.335
```

For the lowest unoccupied orbital energy (alpha / beta), the calculation gives -4.50 / -4.50 eV. The spin multiplicity is 1. The orbital gap (alpha / beta) is 6.2703 / 6.2686 eV. As for the charge: +1. The relative energy (zero: lowest compared OMol25 entry of this formula, charge and spin) comes out at 0.0 kJ/mol. Its HOMO energy (alpha / beta) is -10.772 / -10.772 eV.

(3)
Formula: C23H45Br2N2O18
Source: the OMol25 dataset
Level of theory: ωB97M-V with the def2-TZVPD basis set

The geometry in XYZ format:
```
90
Properties=species:S:1:pos:R:3:mulliken_charge:R:1
C 4.2725 -1.7935 0.7500 -1.155
C 4.3067 -3.2633 0.3065 0.064
Br 4.5556 -3.3895 -1.6201 -0.190
C 3.0029 -4.0136 0.7626 -0.078
Br 3.6934 -5.6955 1.7130 -0.484
N 2.0431 -4.3973 -0.1379 -0.677
C 1.1881 -3.3031 -0.4906 -0.106
C 0.2484 -2.7906 0.5951 -0.015
N -0.5489 -1.7992 0.4861 -0.907
H 4.9513 -1.1855 0.1534 0.401
H 3.2600 -1.3901 0.6887 0.236
H 4.5855 -1.7366 1.7985 0.242
H 5.1883 -3.7470 0.7273 0.451
H 2.6398 -3.4193 1.6309 0.175
H 0.5340 -3.6374 -1.3089 0.374
H 1.6956 -2.3978 -0.8869 -0.076
H 0.2137 -3.3426 1.5382 0.473
H -0.4022 -1.3583 -0.4266 0.296
C 2.6818 0.6252 -3.8064 -0.544
O 1.3374 0.8814 -4.2373 -0.365
C 0.4267 0.5272 -3.3333 0.707
O 0.6643 0.1022 -2.2351 -0.297
O -0.7861 0.7534 -3.8351 -0.331
C -1.8536 0.4225 -2.9382 -0.592
H 3.3306 0.9920 -4.5960 0.211
H 2.8879 1.1549 -2.8786 0.222
H 2.8459 -0.4404 -3.6602 0.295
H -1.7899 1.0171 -2.0291 0.304
H -1.8322 -0.6353 -2.6847 0.331
H -2.7731 0.6609 -3.4650 0.109
C 9.3704 -5.6667 5.8253 -0.546
O 8.9288 -6.7653 5.0295 -0.342
C 8.2839 -6.3976 3.9125 0.866
O 8.0861 -5.2622 3.5744 -0.546
O 7.9171 -7.4942 3.2693 -0.366
C 7.1734 -7.2645 2.0571 -0.257
H 9.8683 -6.1059 6.6850 0.221
H 10.0662 -5.0417 5.2685 0.280
H 8.5257 -5.0622 6.1515 0.212
H 7.7725 -6.7100 1.3378 0.288
H 6.2530 -6.7245 2.2593 -0.033
H 6.9459 -8.2517 1.6679 0.198
C -3.5272 3.3839 -5.5834 -0.537
O -4.8828 3.5797 -6.0007 -0.323
C -5.7847 3.2096 -5.0962 0.794
O -5.5483 2.7277 -4.0205 -0.539
O -6.9977 3.4612 -5.5857 -0.330
C -8.0659 3.0982 -4.7057 -0.597
H -2.9055 3.7054 -6.4128 0.250
H -3.3052 3.9822 -4.7024 0.294
H -3.3381 2.3340 -5.3715 0.194
H -8.0002 3.6503 -3.7708 0.280
H -8.0469 2.0292 -4.5030 0.309
H -8.9818 3.3652 -5.2232 0.203
C 1.4859 -1.6207 6.0102 -0.578
O 2.2548 -2.6840 6.5788 -0.359
C 3.3352 -3.0031 5.8601 0.783
O 3.6885 -2.4547 4.8534 -0.530
O 3.9490 -4.0219 6.4579 -0.363
C 5.0619 -4.5344 5.7133 -0.413
H 0.6478 -1.4703 6.6844 0.201
H 2.0801 -0.7114 5.9413 0.280
H 1.1267 -1.8932 5.0200 0.269
H 5.8053 -3.7571 5.5472 0.247
H 4.7268 -4.9315 4.7579 0.186
H 5.4876 -5.3314 6.3171 0.259
C 1.8457 7.1361 -0.9662 -0.632
O 2.2454 5.8971 -0.3841 -0.335
C 1.3492 4.9134 -0.5271 0.792
O 0.2889 5.0237 -1.0870 -0.551
O 1.8310 3.8251 0.0460 -0.331
C 0.9684 2.6747 -0.0284 -0.440
H 2.6602 7.8284 -0.7741 0.211
H 1.6933 7.0271 -2.0385 0.291
H 0.9291 7.5007 -0.5061 0.288
H 0.7853 2.4062 -1.0637 0.095
H 0.0275 2.8751 0.4788 0.340
H 1.4940 1.8689 0.4691 0.237
C -13.1738 4.9705 -2.7421 -0.621
O -12.6785 5.1252 -1.4100 -0.320
C -11.3511 5.1952 -1.3271 0.826
O -10.5860 5.1429 -2.2532 -0.541
O -11.0186 5.3329 -0.0481 -0.314
C -9.6076 5.4084 0.1873 -0.612
H -14.2546 4.9297 -2.6506 0.214
H -12.8817 5.8166 -3.3607 0.290
H -12.8008 4.0493 -3.1851 0.291
H -9.1802 6.2679 -0.3244 0.288
H -9.1140 4.4997 -0.1500 0.295
H -9.4951 5.5176 1.2610 0.206
```

For the lowest unoccupied orbital energy, the calculation gives 1.66 eV. The spin multiplicity is 1. The orbital gap is 4.6965 eV. As for the charge: -1. Its HOMO energy is -3.032 eV.

(4)
Formula: C3H8OS2
Source: the OMol25 dataset
Level of theory: ωB97M-V with the def2-TZVPD basis set

The geometry in XYZ format:
```
14
Properties=species:S:1:pos:R:3:mulliken_charge:R:1
C -1.1047 0.7226 -0.0438 -0.674
C -0.2523 -0.2291 0.8007 -0.090
C 0.5070 -1.2943 -0.0153 -0.602
H -1.0649 1.9214 -2.1117 0.143
H -1.8257 0.1494 -0.6519 0.384
H -1.6787 1.3768 0.6208 0.380
H -0.9927 -0.7999 1.4354 0.278
H 1.9198 0.5897 1.1794 0.151
H 0.8321 -2.0914 0.6690 0.319
H -0.1908 -1.7214 -0.7606 0.292
H 1.4360 -0.1960 -1.2956 0.319
O 1.6790 -0.8157 -0.6292 -0.483
S -0.1131 1.7686 -1.1655 -0.250
S 0.8490 0.6191 1.9684 -0.166
```

For the lowest unoccupied orbital energy, the calculation gives 0.57 eV. Its SMILES is OC[C@@H](S)CS. The spin multiplicity is 1. The orbital gap is 9.6534 eV. The relative energy (zero: lowest compared OMol25 entry of this formula, charge and spin) comes out at 22.0 kJ/mol. Its HOMO energy is -9.082 eV.

(5)
Formula: C4H11N2O
Source: the OMol25 dataset
Level of theory: ωB97M-V with the def2-TZVPD basis set

The geometry in XYZ format:
```
18
Properties=species:S:1:pos:R:3:mulliken_charge:R:1
N 0.8804 2.0191 0.3022 -0.676
C 0.4446 0.6258 0.4595 0.732
C -1.0122 0.4405 0.0372 -0.979
C -1.7914 -0.9368 0.6630 -0.247
O -1.3327 -2.0642 0.0875 -0.446
C 1.4821 -0.3239 -0.2437 -0.910
N 1.0304 -1.4006 -1.1318 -0.660
H 0.0721 2.6934 0.3620 0.230
H 1.4033 2.2383 -0.5370 0.226
H 0.4701 0.3963 1.5613 0.146
H -1.6208 1.3155 0.2710 0.394
H -0.8432 0.1582 -1.0050 0.214
H -1.6108 -0.8791 1.7356 0.300
H -2.8764 -0.8213 0.3495 0.298
H 2.1895 0.2711 -0.8394 0.499
H 2.1682 -0.7536 0.5137 0.256
H 0.3386 -1.9242 -0.6163 0.344
H 0.6083 -1.0544 -1.9695 0.279
```

For the lowest unoccupied orbital energy (alpha / beta), the calculation gives 0.99 / -1.85 eV. The spin multiplicity is 2. The orbital gap (alpha / beta) is 10.1919 / 7.4487 eV. The relative energy (zero: lowest compared OMol25 entry of this formula, charge and spin) comes out at 154.7 kJ/mol. Its HOMO energy (alpha / beta) is -9.203 / -9.297 eV.

(6)
Formula: C9H15N2
Source: the OMol25 dataset
Level of theory: ωB97M-V with the def2-TZVPD basis set

The geometry in XYZ format:
```
26
Properties=species:S:1:pos:R:3:mulliken_charge:R:1
C -0.5121 2.1682 -0.6381 -0.535
C 0.8412 1.7571 -0.7388 -0.538
C -1.5404 1.3449 -0.4424 -1.349
C 1.2747 0.4946 -0.6283 -0.065
C -1.9888 -0.8641 0.6901 -0.793
C 0.3371 -0.5370 1.4222 -1.331
C -1.2396 -0.1205 -0.4084 0.263
C 0.2439 -0.5605 -0.1585 1.505
C 2.7217 0.1702 -1.0028 -1.314
N 0.5979 -1.8490 -0.6651 -0.593
N -1.1247 -0.5978 1.8536 -0.057
H -0.7220 3.1373 -0.7130 0.607
H 1.5795 2.6037 -1.0133 0.272
H -2.5102 1.6762 -0.4187 0.556
H -3.0506 -0.3448 0.8467 0.391
H -2.0139 -1.9875 0.5501 0.352
H 0.7800 -1.5584 1.6436 0.471
H 0.6322 0.4199 1.6876 0.509
H -1.5472 -0.4296 -1.3956 0.389
H 3.1801 0.9955 -1.5677 0.403
H 2.7632 -0.7055 -1.6256 0.329
H 3.2629 -0.0106 -0.0805 0.287
H -0.1660 -2.5830 -0.4376 0.256
H 0.9687 -1.8589 -1.6405 0.254
H -1.4934 0.3242 2.1788 0.414
H -1.2741 -1.0846 2.7022 0.318
```

For the lowest unoccupied orbital energy, the calculation gives -3.25 eV. Its SMILES is CC1=CC=C[C@@H]2C[NH2+]C[C@]12N. The spin multiplicity is 1. The orbital gap is 8.7611 eV. As for the charge: +1. The relative energy (zero: lowest compared OMol25 entry of this formula, charge and spin) comes out at 177.2 kJ/mol. Its HOMO energy is -12.008 eV.

Calculated DFT total energy (eV), listed in the same order as above: -12450.2162; -290854.2613; -204501.0875; -26958.3807; -9350.9142; -12548.0502